The following is a DFT calculation (wB97M-V/def2-TZVPD) of a structure of composition C27H45BrN2OP2Ru at a distorted geometry.

Positions of all 79 atoms, in Å:
N1 0.1806 -3.1839 5.3911
C1 -1.0161 -2.6871 5.0262
C2 -1.3577 -2.3452 3.7151
C3 -0.4100 -2.4907 2.6715
C4 0.8327 -3.0480 3.0572
C5 1.0695 -3.3650 4.3976
C6 -0.7543 -2.1552 1.2843
Ru1 -0.2835 -0.0743 0.6155
P1 -0.5888 0.8390 -1.5854
C7 0.1646 -2.2360 0.2043
C8 -0.2049 -2.6435 -1.1592
C9 0.7955 -3.0873 -2.0563
C10 0.4985 -3.4503 -3.3752
C11 -0.8283 -3.3797 -3.8198
C12 -1.8572 -2.9933 -2.9433
C13 -1.5414 -2.6388 -1.6306
Br1 -1.2488 -3.8051 -5.6342
H1 -1.8220 -2.2680 1.0580
H2 1.2144 -2.4316 0.4500
H3 -2.3610 -1.9649 3.4947
H4 1.6038 -3.2564 2.3096
H5 -1.7525 -2.5586 5.8327
H6 2.0372 -3.7979 4.6895
H7 1.8346 -3.1363 -1.7126
H8 -2.3476 -2.3324 -0.9572
H9 1.2909 -3.7738 -4.0558
H10 -2.8932 -2.9664 -3.2924
P2 1.8435 0.7521 1.4883
C14 -2.3892 0.7202 -2.1169
C15 -2.7554 0.6980 -3.6058
H11 -2.9081 1.5456 -1.5930
H12 -2.7475 -0.2056 -1.6372
H13 -3.8463 0.5632 -3.7257
H14 -2.4759 1.6299 -4.1230
H15 -2.2631 -0.1432 -4.1227
C16 0.3572 0.0793 -3.0109
C17 0.6524 0.8978 -4.2734
H16 -0.1913 -0.8403 -3.2725
H17 1.3065 -0.2635 -2.5652
H18 1.2506 0.2892 -4.9758
H19 -0.2661 1.2019 -4.8002
H20 1.2353 1.8077 -4.0482
C18 -0.1901 2.6680 -1.7308
C19 -0.9262 3.5459 -2.7507
H21 0.9040 2.7108 -1.8902
H22 -0.3504 3.0719 -0.7192
H23 -0.5902 4.5954 -2.6601
H24 -0.7482 3.2264 -3.7893
H25 -2.0161 3.5358 -2.5749
C20 2.0298 2.4712 2.2226
C21 1.5085 3.6104 1.3471
H26 3.0982 2.6232 2.4729
H27 1.4794 2.4612 3.1806
H28 1.6128 4.5831 1.8602
H29 2.0532 3.6768 0.3897
H30 0.4418 3.4584 1.1131
C22 3.1827 0.8449 0.1806
C23 3.4335 -0.4965 -0.5148
H31 4.1132 1.2401 0.6339
H32 2.8364 1.5886 -0.5607
H33 4.1646 -0.3903 -1.3360
H34 3.8267 -1.2517 0.1885
H35 2.4912 -0.8865 -0.9357
C24 2.7641 -0.1868 2.8247
C25 2.0671 -0.1317 4.1894
H36 3.7989 0.2037 2.8923
H37 2.8314 -1.2339 2.4823
H38 2.5452 -0.8221 4.9046
H39 2.1093 0.8819 4.6251
H40 1.0077 -0.4258 4.1019
C26 -4.0518 1.8608 1.3949
C27 -2.5895 1.5289 1.3899
N2 -1.6943 2.3576 1.9537
O1 -2.2201 0.4639 0.9216
H41 -4.2402 2.8431 1.8774
H42 -4.6065 1.0788 1.9546
H43 -4.4308 1.8989 0.3528
H44 -0.7248 2.0411 2.0386
H45 -1.9782 3.2530 2.3768

Summary:
**DFT total energy**: -124915.3094 eV
**HOMO energy (alpha / beta)**: -19.965 / -20.894 eV
**Spin multiplicity**: 5
**Kohn-Sham gap (alpha / beta)**: 0.2319 / 0.1894 hartree
**Charge**: +4
**ΔE to the lowest compared entry with this formula, charge and spin**: 0.0 kJ/mol

The following is a DFT calculation (wB97M-V/def2-TZVPD) of a cluster of 4 separate species, C27H45ClFN7O8PS in total at a distorted geometry.

Positions of all 91 atoms, in Å:
C1 2.9691 -3.7098 0.1230
C2 2.6482 -2.2899 -0.3665
C3 2.1116 -1.3073 0.6802
Cl1 3.0836 -1.5492 2.2204
C4 0.6360 -1.5884 1.1202
C5 -0.1063 -2.6180 0.3057
C6 -0.7005 -2.3422 -0.9183
C7 -1.3442 -3.3558 -1.5867
C8 -1.3747 -4.6170 -1.0029
N1 -0.8451 -4.8882 0.1813
C9 -0.2267 -3.9000 0.8157
N2 -0.1658 -0.2932 1.2317
P1 -1.7013 -0.5322 2.0134
O1 -2.2255 0.9725 1.8646
O2 -2.6408 -1.2892 0.9854
S1 -1.6108 -1.2777 3.7660
C10 0.5766 0.7121 1.8246
N3 0.2310 1.3721 2.9696
N4 1.7333 1.0292 1.2733
C11 2.3540 0.1820 0.2421
C12 1.7174 0.4011 -1.1593
C13 0.6913 1.5198 -1.3097
F1 0.5190 1.7415 -2.6780
C14 3.8772 0.4965 0.2899
C15 4.4134 1.6857 -0.5279
N5 4.6163 1.3106 -1.9263
N6 5.6779 2.0533 0.1487
N7 3.5237 2.8358 -0.4665
H1 2.4340 -3.9930 1.0261
H2 4.0302 -3.7875 0.3657
H3 2.7673 -4.4395 -0.6603
H4 1.9434 -2.3514 -1.1952
H5 3.5580 -1.8779 -0.8037
H6 0.6758 -1.9709 2.1409
H7 -0.6713 -1.3421 -1.3357
H8 -1.8203 -3.1858 -2.5443
H9 -1.8571 -5.4380 -1.5239
H10 0.2031 -4.1377 1.7852
H11 -2.9945 1.1010 2.4416
H12 -2.7855 -2.1978 1.2967
H13 -0.5222 2.0313 3.0292
H14 0.7597 1.1503 3.8070
H15 1.8392 2.0289 1.1345
H16 2.4950 0.5948 -1.8938
H17 1.2100 -0.5038 -1.4910
H18 -0.2878 1.2123 -0.9294
H19 1.0161 2.4558 -0.8576
H20 4.4410 -0.3923 0.0204
H21 4.1338 0.7231 1.3257
H22 4.4493 2.0854 -2.5569
H23 5.5602 0.9756 -2.0662
H24 6.2432 1.2304 0.3335
H25 6.2145 2.6598 -0.4644
H26 3.5525 3.1669 0.4946
H27 3.9142 3.5981 -1.0129
O3 0.5303 1.0456 6.1401
C16 -0.4752 1.2559 6.7623
O4 -1.5905 1.7179 6.1599
C17 -2.6225 1.9801 7.1340
C18 -2.2494 1.1220 8.3376
C19 -0.7228 1.1019 8.2476
H28 -2.6120 3.0471 7.3622
H29 -3.5829 1.7207 6.6965
H30 -2.6390 1.5136 9.2738
H31 -2.6378 0.1117 8.2059
H32 -0.2662 1.9512 8.7585
H33 -0.2777 0.1801 8.6103
O5 -1.7684 -6.1989 -5.9871
C20 -2.5984 -5.3718 -5.7679
O6 -3.5386 -5.5303 -4.7968
C21 -4.4651 -4.4322 -4.8156
C22 -3.7178 -3.2911 -5.4979
C23 -2.8150 -4.0439 -6.4720
H34 -5.3541 -4.7365 -5.3708
H35 -4.7523 -4.1969 -3.7932
H36 -4.3783 -2.5652 -5.9666
H37 -3.1025 -2.7626 -4.7665
H38 -3.3044 -4.2379 -7.4273
H39 -1.8606 -3.5575 -6.6514
O7 -1.7818 7.9152 -2.4831
C24 -1.5735 6.7615 -2.6959
O8 -0.3303 6.2855 -2.9723
C25 -0.3844 4.8860 -3.2823
C26 -1.6716 4.3825 -2.6365
C27 -2.5697 5.6143 -2.7325
H40 -0.3932 4.7684 -4.3678
H41 0.5078 4.4078 -2.8858
H42 -2.0687 3.4929 -3.1201
H43 -1.4878 4.1439 -1.5865
H44 -3.1090 5.6615 -3.6797
H45 -3.2762 5.7072 -1.9129

Summary:
**DFT total energy**: -90901.3403 eV
**HOMO energy**: -11.857 eV
**Spin multiplicity**: 1
**Kohn-Sham gap**: 0.3054 hartree
**Charge**: +1

The following is a DFT calculation (wB97M-V/def2-TZVPD) of a structure of composition C27H45ClIMgNO7SSi.

Positions of all 85 atoms, in Å:
Mg1 -1.3728 0.1324 -1.1320
C1 -1.9114 -2.8262 0.4275
O1 -2.1502 -1.4305 0.4248
C2 -3.3850 -1.0794 1.0222
C3 -3.5372 0.4200 0.9283
O2 -3.3664 0.7668 -0.4489
C4 -3.4089 2.1757 -0.6905
C5 -3.4512 2.3485 -2.1860
O3 -2.2965 1.7433 -2.7408
C6 -2.3099 1.8148 -4.1571
H1 -1.8700 -3.2085 1.4512
H2 -0.9550 -2.9920 -0.0638
H3 -2.6987 -3.3603 -0.1166
H4 -3.4147 -1.3917 2.0720
H5 -4.2060 -1.5829 0.4936
H6 -2.7635 0.9047 1.5273
H7 -4.5315 0.7238 1.2719
H8 -2.5156 2.6510 -0.2755
H9 -4.3005 2.6176 -0.2361
H10 -3.4972 3.4131 -2.4415
H11 -4.3485 1.8580 -2.5877
H12 -2.3044 2.8557 -4.4930
H13 -3.2004 1.3166 -4.5585
H14 -1.4203 1.3151 -4.5284
Cl1 -1.6864 -2.6927 -7.4373
C7 -1.1926 -1.9451 -5.9447
C8 0.0186 -1.3076 -5.8752
C9 0.4372 -0.6971 -4.6903
I1 2.2160 0.4129 -4.6858
C10 -0.3207 -0.7177 -3.5151
O4 0.0286 -0.1710 -2.4057
C11 -1.6125 -1.3529 -3.6287
N1 -2.4009 -1.2604 -2.5336
C12 -3.6222 -1.7391 -2.5807
C13 -4.1483 -2.3673 -3.7195
C14 -3.3673 -2.4847 -4.8372
C15 -2.0579 -1.9587 -4.8327
H15 0.6537 -1.2656 -6.7492
H16 -4.2244 -1.6207 -1.6875
H17 -5.1618 -2.7431 -3.6993
H18 -3.7426 -2.9522 -5.7372
C16 1.9447 -1.1544 4.3619
C17 0.8687 -1.4486 3.3126
C18 -0.4756 -0.8862 3.7754
C19 0.7805 -2.9590 3.1049
O5 1.2106 -0.8969 2.0421
Si1 1.3646 0.6398 1.4870
S1 -0.3896 1.4312 0.6516
O6 2.5869 0.6733 0.4116
C20 3.6064 -0.2664 0.0484
C21 4.4522 0.4435 -1.0036
C22 4.4720 -0.6014 1.2646
C23 2.9864 -1.5362 -0.5291
O7 1.7274 1.5523 2.7956
C24 2.2139 2.8837 2.9900
C25 3.6328 2.7638 3.5473
C26 1.2982 3.5333 4.0254
C27 2.2317 3.7068 1.7042
H19 1.6570 -1.5880 5.3211
H20 2.0676 -0.0805 4.4716
H21 2.8999 -1.5827 4.0533
H22 -0.7945 -1.3739 4.6981
H23 -1.2268 -1.0385 2.9987
H24 -0.3831 0.1877 3.9487
H25 0.5593 -3.4569 4.0501
H26 1.7327 -3.3310 2.7236
H27 0.0018 -3.2042 2.3822
H28 4.9409 1.3134 -0.5604
H29 3.8108 0.7830 -1.8163
H30 5.2132 -0.2283 -1.4037
H31 4.8331 0.3191 1.7284
H32 5.3296 -1.2075 0.9681
H33 3.8840 -1.1538 1.9962
H34 2.3346 -1.2807 -1.3623
H35 2.3886 -2.0358 0.2337
H36 3.7719 -2.2126 -0.8719
H37 3.6366 2.0983 4.4119
H38 4.0076 3.7428 3.8508
H39 4.2956 2.3495 2.7854
H40 1.2928 2.9368 4.9395
H41 0.2797 3.5838 3.6370
H42 1.6408 4.5421 4.2613
H43 2.8183 3.1928 0.9418
H44 2.6744 4.6855 1.8972
H45 1.2207 3.8381 1.3237

Summary:
**DFT total energy**: -89341.6092 eV
**HOMO energy**: -7.520 eV
**Spin multiplicity**: 1
**Kohn-Sham gap**: 0.2688 hartree